Here is an isolated ion of composition C4H7N2 and charge +1 at a distorted geometry from the OMol25 dataset. Energies are from ωB97M-V/def2-TZVPD.

⟨S²⟩	2.01
M	83.1	g mol⁻¹
net charge	+1
multiplicity	3
highest occupied orbital energy (alpha / beta)	-11.036 / -15.225	eV

The geometry in XYZ format:
```
13
Properties=species:S:1:pos:R:3:forces:R:3:lowdin_charge:R:1
C -0.598 1.597 0.820 -0.9 5.2 2.7 0.10
C -0.056 0.644 0.130 3.0 -8.0 -4.8 -0.13
C -0.094 -0.777 -0.220 -0.1 4.7 3.3 -0.38
C 0.609 1.902 -0.035 -3.0 0.0 -0.6 0.04
N -0.652 -1.549 0.720 -0.9 -4.8 0.2 0.15
N 0.474 -1.266 -1.276 0.5 -2.7 -2.6 0.18
H -1.393 1.996 1.340 -1.4 0.7 0.9 0.10
H 0.569 2.529 -0.929 0.1 -0.2 0.0 0.15
H 1.411 2.050 0.603 2.2 0.5 1.2 0.12
H -0.654 -1.507 1.750 0.2 1.2 -1.0 0.15
H -0.687 -2.614 0.515 0.0 2.5 0.1 0.17
H 0.778 -0.678 -2.104 -0.7 -1.4 1.6 0.18
H 0.293 -2.327 -1.314 1.0 2.3 -0.9 0.18
```
Forces are in eV/Å.